1.
{
  "formula": "C6H7I",
  "method": "ωB97M-V with the def2-TZVPD basis set",
  "species": ["C", "C", "C", "C", "C", "C", "I", "H", "H", "H", "H", "H", "H", "H"],
  "xyz": [[0.5347, -1.8130, 0.3683], [0.3630, -0.3717, 0.0107], [1.1945, 0.8552, -0.2232], [-0.0616, 0.8542, 0.6419], [-1.4564, 1.0757, 0.4794], [-0.9912, 0.1611, -0.5668], [-1.0935, 0.6493, -2.6642], [0.6206, -2.3016, -0.5962], [-0.1511, -2.3733, 1.0424], [1.6045, -1.7386, 0.8388], [1.3556, 1.2474, -1.3227], [2.0800, 0.9625, 0.4640], [-2.1364, 0.6776, 1.2622], [-1.8627, 2.1152, 0.2656]],
  "e_above_lowest_kj_mol": 418.1,
  "homo_ev": -7.9485,
  "total_charge": 0,
  "homo_lumo_gap_ha": 0.308,
  "max_force_ha_per_bohr": 0.08837
}

2.
{
  "formula": "C17H36NO7",
  "method": "ωB97M-V with the def2-TZVPD basis set",
  "species": ["C", "C", "C", "C", "O", "C", "N", "H", "H", "H", "H", "H", "H", "C", "O", "C", "C", "O", "C", "H", "H", "H", "H", "H", "H", "H", "H", "H", "H", "C", "O", "C", "C", "O", "C", "H", "H", "H", "H", "H", "H", "H", "H", "H", "H", "C", "O", "C", "C", "O", "C", "H", "H", "H", "H", "H", "H", "H", "H", "H", "H"],
  "xyz": [[4.1826, -2.9412, -1.4984], [3.4710, -2.0949, -2.3880], [2.2820, -1.0912, -2.0061], [1.2013, -1.6633, -0.9622], [0.0660, -2.3123, -1.6748], [0.4855, -3.5990, -2.1918], [1.1105, -4.3810, -2.8849], [3.6349, -3.4741, -0.6502], [5.2898, -3.1507, -1.6564], [3.7456, -2.1677, -3.5077], [1.7243, -0.7663, -2.9583], [2.7756, -0.1631, -1.5344], [1.7588, -2.4516, -0.3213], [5.0267, -2.0352, 2.2381], [6.1398, -2.6511, 1.6018], [7.3754, -2.0494, 1.9738], [8.1105, -2.8891, 3.0138], [7.4067, -2.9121, 4.2548], [6.6808, -4.1189, 4.4429], [4.1555, -2.6779, 2.1011], [5.1932, -1.8998, 3.3095], [4.8243, -1.0664, 1.7718], [7.2206, -1.0265, 2.3335], [7.9893, -1.9950, 1.0682], [9.0861, -2.4322, 3.2100], [8.2836, -3.9060, 2.6455], [7.3712, -4.9314, 4.6954], [6.1039, -4.3884, 3.5550], [5.9903, -3.9743, 5.2755], [-5.5291, 0.3716, -3.4301], [-5.0108, -0.4822, -2.4222], [-3.8633, -1.2110, -2.8653], [-2.5731, -0.5920, -2.3386], [-2.3463, 0.6974, -2.9113], [-2.6912, 1.7496, -2.0241], [-6.2384, 1.0588, -2.9638], [-4.7432, 0.9580, -3.9113], [-6.0583, -0.2220, -4.1829], [-3.8449, -1.2849, -3.9582], [-3.9557, -2.2254, -2.4640], [-1.7324, -1.2244, -2.6350], [-2.5813, -0.5367, -1.2452], [-1.9271, 1.8411, -1.2440], [-3.6698, 1.5894, -1.5645], [-2.7235, 2.6803, -2.5942], [-5.8492, 6.0290, 2.0822], [-5.4709, 4.7547, 2.5816], [-5.9791, 3.6868, 1.7833], [-4.9025, 3.1191, 0.8641], [-4.5121, 4.0694, -0.1259], [-3.2793, 4.7031, 0.1904], [-5.2451, 6.7859, 2.5863], [-5.6813, 6.1114, 1.0061], [-6.9045, 6.2161, 2.3052], [-6.8544, 4.0095, 1.2093], [-6.3037, 2.9001, 2.4725], [-5.3139, 2.2556, 0.3317], [-4.0355, 2.7769, 1.4389], [-2.4504, 4.0107, 0.0096], [-3.2530, 5.0462, 1.2277], [-3.1624, 5.5682, -0.4647]],
  "e_above_lowest_kj_mol": 597.8,
  "homo_ev": -2.3056,
  "total_charge": -1,
  "homo_lumo_gap_ha": 0.174,
  "max_force_ha_per_bohr": 0.10861
}